Computed, not measured: a 3-piece molecular cluster, C30H47O10PS2 overall in a non-equilibrium geometry, with ωB97M-V/def2-TZVPD.

Results
HOMO-LUMO gap = 7.8455 eV
Largest force on an atom = 0.0836 hartree/bohr
SMILES = CCCCCC1=CC(=O)c2c(OC[C@@H](C)CC(C)C)cc(P(=O)(O)O)cc2C1=O.O=S1(=O)CCCC1.O=S1(=O)CCCC1
Energy = -83299.894 eV

Atoms and positions in Å:
C 9.4872 0.4034 0.3541
C 8.0790 0.8131 -0.3124
C 8.3742 1.6215 -1.6901
C 7.4052 2.8927 -1.8652
C 6.8011 3.0686 -3.3468
C 5.5257 2.1405 -3.6139
C 4.2591 2.7945 -3.7505
C 2.9626 1.8692 -4.0062
O 2.0305 2.1865 -4.7740
C 2.9814 0.4683 -3.2107
C 1.7369 -0.2058 -2.5904
O 0.4736 0.4588 -2.6777
C -0.3813 0.1031 -1.5557
C -1.6152 1.0900 -1.3269
C -2.5421 0.4450 -0.1584
C -1.2261 2.5888 -0.8914
C 0.2064 2.7551 -0.1851
C 1.2587 3.2786 -1.3237
C 0.1904 3.9457 0.9317
C 1.9484 -1.5863 -1.9002
C 3.3193 -2.3036 -1.7672
P 3.4017 -3.9454 -0.8645
O 4.6099 -4.0763 0.0898
O 1.9964 -4.0548 0.1266
O 3.3193 -5.2985 -1.9113
C 4.5627 -1.6126 -2.3741
C 4.3746 -0.2490 -3.0660
C 5.6415 0.5313 -3.6914
O 6.6205 -0.0745 -4.1767
H 10.3101 1.1961 0.2065
H 9.8366 -0.6235 -0.0424
H 9.3568 0.2850 1.4970
H 7.5347 -0.1782 -0.5503
H 7.4045 1.4264 0.3870
H 9.4669 1.9986 -1.6655
H 8.3261 0.8699 -2.5529
H 8.0431 3.8275 -1.6658
H 6.5377 2.8890 -1.1010
H 6.4489 4.1644 -3.4290
H 7.5915 2.8285 -4.1343
H 4.1285 3.9259 -3.7076
H -0.8388 -0.9294 -1.8191
H 0.1772 -0.0601 -0.5679
H -2.2710 1.1888 -2.2734
H -2.2489 -0.6707 -0.1179
H -3.6577 0.5235 -0.3933
H -2.2407 0.9097 0.8379
H -1.3258 3.3467 -1.7439
H -2.0118 2.9112 -0.1040
H 0.5926 1.8324 0.3579
H 1.8638 2.3509 -1.6223
H 1.9510 4.0959 -0.9044
H 0.7298 3.7271 -2.2323
H 0.3412 4.9776 0.4711
H -0.7431 3.9296 1.5868
H 1.1119 3.7469 1.5977
H 1.0497 -2.1429 -1.4448
H 2.3467 -4.1860 1.0445
H 3.2348 -6.0618 -1.2812
H 5.6012 -2.0648 -2.3076
O -5.8117 -0.3042 2.1790
S -6.4697 0.5827 1.2468
O -5.8564 1.8067 0.7825
C -6.9937 -0.3714 -0.1664
C -8.3830 -0.8694 0.2100
C -9.0882 0.3215 0.8627
C -8.1108 0.9414 1.8633
H -6.2849 -1.1775 -0.3548
H -7.0360 0.3015 -1.0259
H -8.9279 -1.2348 -0.6626
H -8.3044 -1.6916 0.9289
H -9.3457 1.0581 0.0946
H -10.0169 0.0219 1.3532
H -8.2408 2.0215 1.9373
H -8.2073 0.4868 2.8509
O -7.3321 -4.5405 5.1444
S -6.4177 -3.9894 4.1705
O -6.7265 -3.9519 2.7579
C -5.9431 -2.3541 4.7010
C -4.7263 -2.5837 5.5877
C -3.8751 -3.6274 4.8617
C -4.8127 -4.7462 4.4037
H -6.7719 -1.8775 5.2241
H -5.6784 -1.7785 3.8113
H -4.1739 -1.6574 5.7582
H -5.0400 -2.9750 6.5611
H -3.3986 -3.1664 3.9905
H -3.0803 -4.0168 5.5019
H -4.4821 -5.1892 3.4637
H -4.9125 -5.5216 5.1652

Forces on the atoms, in the same order (eV/Å):
-0.342 -0.275 0.924
0.802 -0.309 -0.578
-0.003 -0.234 0.558
0.224 0.041 -0.446
-0.525 -0.456 0.223
-2.010 1.711 0.043
1.455 -2.922 0.130
-0.942 0.421 -0.780
3.025 -0.962 2.674
0.731 -2.507 1.320
2.606 -0.879 -0.331
2.563 -1.424 1.477
-1.884 -1.267 0.259
-0.539 0.596 -0.037
1.232 -0.832 -0.662
-0.279 0.079 1.106
0.075 2.423 -0.538
0.271 -0.863 0.621
0.558 -0.839 0.133
1.758 0.583 -0.639
-0.948 3.482 -2.334
1.732 -1.581 3.036
-2.878 0.574 -2.693
2.100 0.119 -1.336
-0.538 2.165 2.191
-2.971 1.603 -0.321
-2.034 -0.858 0.761
0.549 -0.700 -0.280
-3.082 2.114 1.730
-1.342 -1.241 0.062
-0.417 1.787 0.507
0.226 0.084 -1.780
0.630 1.686 0.379
1.201 -0.857 -0.962
-1.776 -0.571 -0.014
-0.144 1.281 1.056
-1.074 -1.284 -0.197
1.384 -0.077 -1.229
0.538 -1.794 -0.180
-0.972 0.467 1.075
0.211 -1.800 -0.230
0.595 1.556 0.467
-0.450 0.515 -1.490
1.288 -0.453 1.315
-0.768 1.528 0.149
1.691 0.144 0.544
-0.749 -0.613 -1.271
0.293 -1.240 1.097
1.085 -0.521 -1.338
-0.644 1.051 -0.964
-0.622 1.671 0.091
-0.878 -1.410 -0.531
0.671 -0.830 1.281
-0.454 -1.393 0.498
1.213 0.031 -0.874
-1.443 0.481 -0.869
1.588 1.144 -0.825
-0.190 0.240 -1.091
0.171 0.768 -0.790
-1.586 0.647 -0.083
0.190 0.333 -0.081
-0.080 0.197 -0.359
0.189 -0.312 0.338
-0.158 -0.333 -0.332
-0.103 -0.175 0.129
-0.201 0.023 -0.157
-0.537 0.144 0.238
0.080 0.138 0.108
0.075 0.014 0.114
0.071 0.018 0.076
0.045 0.022 -0.097
0.034 -0.053 0.071
0.098 0.052 -0.033
0.215 -0.099 0.071
0.144 0.020 -0.086
-0.022 -0.033 -0.355
-0.016 0.313 -0.118
-0.271 -0.205 0.290
0.215 0.384 0.120
0.020 -0.040 0.200
0.225 0.110 -0.023
0.544 -0.292 0.033
-0.071 -0.153 -0.121
-0.110 -0.101 0.064
-0.071 -0.069 -0.022
0.015 0.058 -0.057
-0.067 -0.024 0.073
-0.072 0.011 -0.080
-0.224 -0.025 0.071
-0.140 0.076 -0.088